Molecular formula: H25O12
Method: DFT, ωB97M-V/def2-TZVPD

Cartesian coordinates (Å):
O (-1.767, 2.630, -0.418)
H (-1.486, 3.357, -0.984)
H (-2.220, 1.937, -0.905)
O (-0.374, 1.682, 3.254)
H (0.551, 1.594, 3.572)
H (-0.589, 2.647, 3.148)
O (-3.603, -0.857, -0.574)
H (-0.553, 1.048, -4.254)
O (1.513, -3.262, -2.911)
H (1.306, -3.046, -3.806)
H (2.048, -2.652, -2.417)
O (-1.517, 0.247, -1.686)
H (-1.741, -0.571, -1.270)
H (-0.494, 2.039, 0.441)
O (1.424, -0.638, 2.939)
H (2.298, -0.665, 2.494)
H (1.199, -1.576, 3.032)
O (1.370, 3.139, 1.729)
H (1.580, 2.993, 0.783)
H (-1.794, -0.004, -2.592)
O (0.007, 1.129, 0.843)
H (-0.373, 0.269, 0.608)
H (-0.051, 1.538, 1.843)
O (-1.141, 0.183, -4.303)
H (1.952, 3.860, 1.952)
H (-0.470, -0.502, -4.158)
O (-1.010, -2.384, 2.090)
H (-1.873, -2.673, 1.788)
H (-0.776, -3.117, 2.686)
O (1.080, -0.426, -0.694)
H (1.623, 0.137, -0.019)
H (1.740, -1.102, -0.782)
O (3.776, -1.373, 0.033)
H (4.364, -1.028, -0.684)
H (3.352, -2.181, -0.228)
H (-3.004, -1.316, -1.159)
H (-4.261, -0.786, -1.280)

Total charge: +1
Molecular weight in g mol⁻¹: 217.2
Orbital gap in eV: 10.987
Energy relative to the best compared isomer or geometry (same formula, charge and spin) in kcal per mole: 73.93
Lowest unoccupied orbital energy in eV: -2.885

***

Molecular formula: C8H13NSi
Method: DFT, ωB97M-V/def2-TZVPD

Cartesian coordinates (Å):
C (0.210, 3.070, 1.454)
N (0.028, 1.763, 1.071)
Si (0.931, 0.598, 0.461)
C (2.765, 0.640, 0.095)
C (-0.065, -0.912, -0.013)
C (0.449, -2.178, -0.131)
C (-0.281, -3.226, -0.588)
C (-1.620, -3.042, -0.850)
C (-2.197, -1.767, -0.736)
C (-1.369, -0.703, -0.332)
H (-0.144, 3.766, 0.661)
H (-0.158, 3.182, 2.528)
H (1.282, 3.432, 1.724)
H (3.186, -0.254, -0.471)
H (2.954, 1.578, -0.388)
H (3.337, 0.762, 1.058)
H (1.537, -2.265, 0.029)
H (0.170, -4.208, -0.680)
H (-2.231, -3.880, -1.271)
H (-3.267, -1.746, -0.601)
H (-1.782, 0.259, -0.419)
H (-1.630, 2.619, -1.054)
H (-2.104, 2.515, -1.547)

Molecular weight in g mol⁻¹: 151.3
Orbital gap in eV: 8.820
Structure (SMILES): C/N=[Si](\C)c1ccccc1.[H][H]
Energy relative to the best compared isomer or geometry (same formula, charge and spin) in kcal per mole: 70.42
Lowest unoccupied orbital energy in eV: 0.516

***

Molecular formula: C14H12AlAsBrF6N3O
Method: DFT, ωB97M-V/def2-TZVPD

Cartesian coordinates (Å):
Al (0.014, 0.398, -0.711)
O (-5.463, 2.757, -0.161)
C (-4.246, 2.320, -0.075)
C (-3.207, 2.924, 0.666)
C (-1.953, 2.374, 0.649)
N (-1.651, 1.258, -0.050)
C (-2.660, 0.681, -0.736)
Br (-2.045, -0.862, -1.652)
C (-3.935, 1.137, -0.796)
H (-5.685, 3.567, 0.318)
H (-3.384, 3.827, 1.235)
H (-1.140, 2.826, 1.203)
H (-4.719, 0.649, -1.360)
N (1.275, -0.966, -1.704)
C (1.733, -1.978, -0.798)
C (2.592, -3.017, -1.158)
C (3.050, -3.890, -0.185)
C (2.642, -3.751, 1.159)
C (1.795, -2.682, 1.558)
C (1.405, -2.436, 2.886)
C (0.539, -1.385, 3.147)
C (0.073, -0.607, 2.090)
N (0.435, -0.824, 0.823)
C (1.305, -1.819, 0.558)
H (0.959, -1.391, -2.582)
H (2.083, -0.409, -2.024)
H (2.928, -3.131, -2.182)
H (3.744, -4.675, -0.459)
H (2.946, -4.489, 1.894)
H (1.794, -3.043, 3.696)
H (0.228, -1.164, 4.159)
H (-0.622, 0.202, 2.275)
F (0.063, 1.451, -2.141)
As (1.457, 2.776, -1.784)
F (1.313, 1.452, -0.172)
F (2.377, 1.472, -2.380)
F (0.181, 3.450, -0.913)
F (1.069, 3.439, -3.240)
F (2.709, 3.561, -1.054)

Total charge: +3
Molecular weight in g mol⁻¹: 534.1
Orbital gap (alpha / beta) in eV: 7.461 / 4.654
Energy relative to the best compared isomer or geometry (same formula, charge and spin) in kcal per mole: 0.00
Lowest unoccupied orbital energy (alpha / beta) in eV: -11.478 / -14.285
Multiplicity: 2

***

Molecular formula: C8H12B3BeF12N4Ni
Method: DFT, ωB97M-V/def2-TZVPD

Cartesian coordinates (Å):
Be (0.328, 3.776, -1.739)
Ni (0.892, -0.824, 1.791)
B (-1.857, -1.333, 1.548)
F (-0.949, -2.358, 1.542)
F (-1.106, -0.218, 1.714)
F (-2.352, -1.385, 0.302)
F (-2.795, -1.706, 2.437)
B (0.541, 1.008, -0.231)
F (-0.718, 1.556, -0.335)
F (1.054, 1.256, 0.950)
F (0.503, -0.368, -0.145)
F (1.302, 1.563, -1.279)
B (1.483, 0.918, 4.544)
F (2.535, 0.125, 5.108)
F (1.192, 0.522, 3.292)
F (0.357, 0.816, 5.329)
F (1.997, 2.210, 4.459)
C (2.579, 4.829, 2.296)
C (1.461, 4.479, 1.501)
N (0.552, 4.146, 0.844)
H (3.489, 4.582, 1.749)
H (2.651, 4.116, 3.117)
H (2.370, 5.877, 2.507)
C (-1.400, -2.129, -2.605)
C (-0.177, -3.001, -2.851)
N (0.741, -3.624, -2.992)
H (-1.677, -1.636, -3.537)
H (-1.213, -1.257, -1.978)
H (-2.368, -2.594, -2.418)
C (0.678, -5.044, 0.167)
C (1.148, -3.676, 0.448)
N (1.523, -2.634, 0.687)
H (-0.190, -5.206, 0.806)
H (1.393, -5.847, 0.350)
H (0.369, -5.099, -0.876)
C (-2.789, 1.333, -4.755)
C (-1.564, 1.564, -3.911)
N (-0.638, 1.780, -3.203)
H (-3.114, 0.366, -4.371)
H (-2.647, 1.105, -5.812)
H (-3.586, 2.011, -4.451)

Total charge: +1
Molecular weight in g mol⁻¹: 492.3
Orbital gap in eV: 3.306
Energy relative to the best compared isomer or geometry (same formula, charge and spin) in kcal per mole: 177.93
Lowest unoccupied orbital energy in eV: -9.874
Multiplicity: 3

***

Molecular formula: C25H36Br2GeN5Y
Method: DFT, ωB97M-V/def2-TZVPD

Cartesian coordinates (Å):
Y (0.041, 0.042, 1.735)
C (2.728, -1.228, 3.201)
N (2.496, -0.580, 1.871)
C (2.840, -1.524, 0.768)
C (1.641, -2.369, 0.472)
N (0.401, -1.892, 0.620)
C (-0.461, -2.928, 0.207)
C (-1.850, -2.995, 0.161)
C (-2.404, -4.183, -0.277)
C (-1.607, -5.273, -0.663)
C (-0.228, -5.216, -0.625)
C (0.318, -4.017, -0.185)
N (1.642, -3.612, 0.002)
C (1.703, -0.784, 4.196)
N (0.448, -0.483, 3.840)
C (-0.248, -0.237, 5.041)
C (-1.582, 0.083, 5.280)
C (-1.957, 0.251, 6.599)
C (-1.043, 0.104, 7.655)
C (0.279, -0.227, 7.429)
C (0.645, -0.392, 6.100)
N (1.864, -0.739, 5.512)
H (3.732, -1.032, 3.581)
H (2.628, -2.310, 3.083)
H (3.145, 0.203, 1.804)
H (3.714, -2.130, 1.016)
H (3.101, -0.940, -0.118)
H (-2.496, -2.180, 0.471)
H (-3.480, -4.285, -0.316)
H (-2.090, -6.184, -0.989)
H (0.383, -6.060, -0.915)
H (2.465, -4.167, -0.196)
H (-2.321, 0.159, 4.490)
H (-2.987, 0.483, 6.832)
H (-1.390, 0.239, 8.670)
H (0.980, -0.355, 8.243)
H (2.722, -0.942, 6.011)
Br (0.598, 2.944, 2.373)
C (-1.309, 3.305, 2.494)
Br (-2.369, 1.857, 1.727)
H (-1.517, 4.198, 1.914)
H (-1.574, 3.389, 3.542)
C (-0.464, 3.442, -6.072)
C (-0.506, 1.949, -6.325)
C (-1.878, 1.300, -6.169)
C (-2.187, 1.191, -4.669)
Ge (-0.544, 0.253, -4.184)
C (0.687, 0.252, -2.631)
C (0.563, 1.175, -1.419)
C (0.107, 2.603, -1.714)
C (1.023, 3.302, -2.711)
H (0.549, 3.834, -6.138)
H (-0.887, 3.727, -5.107)
H (-1.055, 3.927, -6.851)
H (0.250, 1.446, -5.580)
H (-0.044, 1.705, -7.282)
H (-1.883, 0.304, -6.616)
H (-2.629, 1.885, -6.701)
H (-3.091, 0.639, -4.417)
H (-2.227, 2.167, -4.188)
H (-0.180, -0.933, -5.072)
H (1.647, 0.452, -3.123)
H (0.747, -0.801, -2.337)
H (1.550, 1.223, -0.931)
H (-0.108, 0.728, -0.646)
H (0.098, 3.176, -0.782)
H (-0.927, 2.589, -2.073)
H (2.064, 3.271, -2.384)
H (0.746, 4.349, -2.826)
H (0.977, 2.854, -3.707)

Total charge: +4
Molecular weight in g mol⁻¹: 727.9
Orbital gap in eV: 7.194
Energy relative to the best compared isomer or geometry (same formula, charge and spin) in kcal per mole: 21.86
Lowest unoccupied orbital energy in eV: -11.744

***

Molecular formula: C53H54N5O4PtSTe
Method: DFT, ωB97M-V/def2-TZVPD

Cartesian coordinates (Å):
Pt (-0.614, -0.332, 0.506)
N (2.406, 0.174, 0.946)
C (2.629, -0.082, 2.280)
C (3.908, -0.170, 2.789)
C (4.136, -0.378, 4.155)
C (3.094, -0.506, 5.029)
C (1.768, -0.423, 4.554)
C (0.649, -0.540, 5.408)
C (-0.612, -0.458, 4.900)
C (-0.775, -0.244, 3.522)
N (0.243, -0.115, 2.702)
C (1.519, -0.209, 3.173)
H (3.167, -0.053, 0.325)
H (1.493, -0.135, 0.624)
H (4.748, -0.069, 2.113)
H (5.156, -0.438, 4.514)
H (3.266, -0.670, 6.085)
H (0.816, -0.685, 6.469)
H (-1.485, -0.555, 5.529)
H (-1.761, -0.149, 3.089)
O (-3.232, 0.710, -1.153)
S (-3.210, -0.361, -0.135)
C (-4.963, -0.540, 0.431)
C (-5.665, -1.536, -0.500)
C (-4.748, -1.782, -1.701)
C (-3.367, -1.917, -1.094)
H (-5.352, 0.474, 0.373)
H (-4.934, -0.864, 1.471)
H (-6.639, -1.164, -0.817)
H (-5.827, -2.480, 0.024)
H (-4.745, -0.908, -2.355)
H (-5.050, -2.653, -2.283)
H (-2.550, -1.968, -1.814)
H (-3.303, -2.749, -0.386)
C (6.929, 3.442, -3.760)
C (5.607, 3.229, -3.074)
C (4.783, 2.163, -3.405)
C (3.575, 1.943, -2.748)
C (2.787, 0.712, -3.105)
C (3.145, 2.843, -1.768)
Te (1.191, 2.617, -0.649)
N (-0.570, 1.623, 0.407)
C (-1.510, 2.279, 1.094)
O (-2.443, 1.697, 1.695)
C (-1.449, 3.774, 1.155)
C (-2.571, 4.518, 0.811)
C (-2.529, 5.903, 0.856)
C (-1.374, 6.554, 1.268)
C (-0.273, 5.813, 1.675)
C (-0.311, 4.427, 1.621)
C (-0.020, 2.880, -2.381)
C (-0.713, 1.819, -2.971)
C (-0.558, 0.381, -2.582)
C (-1.586, 2.109, -4.018)
C (-1.747, 3.391, -4.515)
C (-2.663, 3.663, -5.677)
C (-1.027, 4.423, -3.923)
C (-0.182, 4.192, -2.848)
C (0.540, 5.354, -2.216)
C (3.980, 3.907, -1.398)
C (3.663, 4.901, -0.300)
C (5.192, 4.080, -2.061)
H (7.142, 2.634, -4.458)
H (7.736, 3.489, -3.027)
H (6.928, 4.383, -4.313)
H (5.095, 1.467, -4.176)
H (3.451, -0.084, -3.443)
H (2.078, 0.925, -3.908)
H (2.236, 0.359, -2.236)
H (-3.469, 3.999, 0.500)
H (-3.405, 6.476, 0.581)
H (-1.336, 7.635, 1.288)
H (0.616, 6.309, 2.045)
H (0.522, 3.841, 1.987)
H (-0.742, 0.229, -1.506)
H (0.431, -0.012, -2.795)
H (-1.283, -0.231, -3.113)
H (-2.154, 1.298, -4.459)
H (-3.113, 2.740, -6.040)
H (-2.111, 4.126, -6.497)
H (-3.462, 4.348, -5.388)
H (-1.136, 5.432, -4.306)
H (0.306, 6.284, -2.733)
H (1.620, 5.200, -2.257)
H (0.253, 5.462, -1.166)
H (2.729, 4.677, 0.207)
H (3.598, 5.910, -0.710)
H (4.466, 4.898, 0.439)
H (5.835, 4.903, -1.762)
O (0.514, -2.493, -1.391)
C (0.001, -3.047, -0.431)
N (-0.143, -4.390, -0.244)
C (-0.665, -4.701, 1.073)
C (-0.965, -3.261, 1.584)
O (-1.493, -2.986, 2.648)
N (-0.547, -2.383, 0.651)
C (0.369, -5.412, 1.953)
C (1.224, -6.351, 1.385)
C (2.171, -7.008, 2.155)
C (2.270, -6.742, 3.512)
C (1.409, -5.822, 4.090)
C (0.464, -5.160, 3.318)
C (-1.941, -5.542, 1.022)
C (-2.782, -5.619, 2.129)
C (-3.922, -6.407, 2.090)
C (-4.234, -7.137, 0.952)
C (-3.401, -7.064, -0.153)
C (-2.265, -6.268, -0.119)
H (0.302, -5.052, -0.852)
H (1.157, -6.588, 0.331)
H (2.832, -7.729, 1.691)
H (3.013, -7.249, 4.114)
H (1.473, -5.613, 5.150)
H (-0.192, -4.434, 3.778)
H (-2.553, -5.044, 3.015)
H (-4.570, -6.453, 2.956)
H (-5.120, -7.758, 0.926)
H (-3.633, -7.629, -1.047)
H (-1.635, -6.211, -0.997)

Molecular weight in g mol⁻¹: 1179.8
Orbital gap (alpha / beta) in eV: 6.455 / 6.275
Energy relative to the best compared isomer or geometry (same formula, charge and spin) in kcal per mole: 67.18
Lowest unoccupied orbital energy (alpha / beta) in eV: -0.867 / -1.261
Multiplicity: 2

***

Molecular formula: C6H9N
Method: DFT, ωB97M-V/def2-TZVPD

Cartesian coordinates (Å):
C (1.407, -2.087, 0.383)
C (0.348, -1.067, 0.076)
C (-1.018, -1.178, 0.018)
C (-1.564, 0.127, -0.186)
C (-0.511, 1.004, -0.243)
C (-0.452, 2.499, -0.226)
N (0.645, 0.267, -0.099)
H (2.232, -1.650, 0.960)
H (0.990, -2.895, 0.994)
H (1.834, -2.552, -0.512)
H (-1.570, -2.098, 0.158)
H (-2.614, 0.384, -0.279)
H (0.556, 2.846, -0.480)
H (-1.161, 2.950, -0.928)
H (-0.667, 2.864, 0.788)
H (1.544, 0.586, -0.423)

Molecular weight in g mol⁻¹: 95.1
Orbital gap in eV: 8.734
Structure (SMILES): Cc1ccc(C)[nH]1
Energy relative to the best compared isomer or geometry (same formula, charge and spin) in kcal per mole: 3.50
Lowest unoccupied orbital energy in eV: 1.048

***

Molecular formula: C4H16NO3
Method: DFT, ωB97M-V/def2-TZVPD

Cartesian coordinates (Å):
C (2.103, 0.590, 1.488)
C (0.714, 0.225, 2.071)
C (-0.150, -0.091, 0.870)
C (-0.875, 0.884, 0.378)
N (-1.684, 0.651, -0.843)
H (2.717, 1.131, 2.216)
H (2.102, 1.182, 0.582)
H (2.668, -0.341, 1.397)
H (0.275, 1.106, 2.520)
H (0.846, -0.565, 2.803)
H (0.005, -1.021, 0.351)
H (-0.963, 1.890, 0.757)
H (-2.637, 0.956, -0.632)
H (-1.424, 1.230, -1.644)
H (-1.723, -0.334, -1.124)
H (-0.470, -2.484, -2.152)
H (0.542, -1.395, -1.659)
O (-0.385, -1.654, -1.668)
H (3.101, 1.669, -2.467)
H (3.661, 0.263, -1.957)
O (3.268, 1.100, -1.712)
H (-4.021, -1.353, 0.484)
H (-2.742, -2.011, 0.899)
O (-3.068, -1.191, 0.496)

Total charge: +1
Molecular weight in g mol⁻¹: 126.2
Orbital gap in eV: 10.768
Energy relative to the best compared isomer or geometry (same formula, charge and spin) in kcal per mole: 30.08
Lowest unoccupied orbital energy in eV: -2.980

***

> Which of these has the highest energy relative to the best compared isomer or geometry (same formula, charge and spin)?

C8H12B3BeF12N4Ni

***

> Among the records above, which one has the highest energy relative to the best compared isomer or geometry (same formula, charge and spin)?

C8H12B3BeF12N4Ni